DFT (wB97M-V/def2-TZVPD) results for 3 unconnected molecules or ions with the total composition C22H27Br2F16N3O4.

Summary:
SMILES ... C[C@H](Br)[C@@H](Br)[C@](C#N)(C[C@H](O)CN)[C@H](C#N)CCO.FC(F)C(F)(F)COC(F)(F)C(F)F.FC(F)C(F)(F)COC(F)(F)C(F)F
Multiplicity ... 1
HOMO-LUMO gap ... 9.20 eV

Geometry as XYZ:
```
74
Properties=species:S:1:pos:R:3:forces:R:3
Br 1.668 -3.394 0.513 -0.2 0.7 -0.8
Br 1.692 -0.368 -3.095 -0.3 -0.2 1.3
F 7.551 1.670 3.100 -0.3 -0.2 -0.1
F 7.266 -0.240 1.135 0.1 0.3 0.1
F -9.470 -2.773 0.357 -0.2 0.2 -0.2
F -10.691 -0.394 -0.643 0.0 -0.1 0.0
F 8.864 2.463 -1.019 0.5 -0.2 -0.2
F -10.359 -3.857 -1.302 -0.2 0.4 -0.3
F -7.749 1.622 0.338 0.1 -0.2 -0.4
F 8.827 2.136 1.415 -0.1 -0.1 0.0
F -6.493 0.197 -1.737 0.0 0.1 0.4
F 9.031 1.411 -2.894 0.4 -0.3 0.3
F 11.204 0.968 -1.163 -0.3 0.2 -0.2
F 5.485 0.966 1.442 0.4 0.4 -0.1
F -8.726 -0.207 0.987 0.2 -0.1 -0.3
F 9.853 0.080 0.288 -0.2 0.1 -0.3
F -12.057 -2.012 -0.197 0.2 -0.3 -0.1
F -8.645 0.196 -1.876 0.3 0.4 0.3
O -3.890 -0.302 -0.259 0.4 0.2 -0.9
O 7.599 0.632 -1.402 1.2 0.6 0.8
O 2.244 -1.318 3.039 1.1 0.4 -1.6
O -7.560 -1.662 -1.198 -0.9 1.2 0.4
N 2.966 2.414 -0.377 -4.7 -5.2 0.4
N 2.409 1.075 4.262 0.2 0.2 -1.2
N 0.003 3.844 -0.884 -1.2 -6.9 0.8
C 6.765 1.009 0.962 0.2 -0.7 -0.7
C 0.908 -2.280 -0.961 -1.2 -0.1 -1.8
C 2.123 1.539 -0.314 3.1 2.7 -0.4
C 7.539 2.035 1.791 0.1 0.4 0.8
C 2.947 1.039 2.864 0.7 -0.3 -0.6
C -0.372 1.028 -0.763 -0.5 1.9 0.6
C -8.668 -2.327 -1.819 0.6 -0.5 -0.5
C -7.655 0.269 0.314 0.0 0.2 0.9
C 6.667 1.308 -0.548 -0.6 -0.1 -0.7
C 1.000 0.355 -0.225 1.6 1.7 0.2
C -3.004 0.746 -0.812 -0.3 -0.9 0.7
C 10.006 0.348 -1.028 0.6 -0.5 0.3
C 8.872 1.230 -1.562 -1.9 0.5 -0.4
C -11.045 -1.636 -1.021 -0.9 0.1 0.1
C 2.401 -0.260 2.020 0.0 0.1 1.3
C -0.689 -2.302 -0.801 -0.3 -0.9 0.0
C 1.586 -0.837 -1.134 1.1 -0.7 1.5
C -1.676 0.767 0.149 -1.2 0.9 -1.0
C 0.951 -0.030 1.367 -0.1 -0.1 -0.2
C -0.167 2.644 -0.771 0.5 3.7 -1.1
C -9.887 -2.630 -0.925 0.8 -0.2 0.5
C -7.618 -0.250 -1.128 -0.1 -1.3 -1.3
H -2.770 0.415 -1.885 -0.1 1.0 1.4
H 1.404 1.297 4.213 0.8 0.1 0.4
H -6.755 -0.027 0.857 0.1 -0.1 -0.2
H 1.140 -2.866 -1.937 -0.2 1.1 1.9
H 2.725 2.020 2.305 0.5 -1.5 0.5
H -4.276 -0.836 -0.991 0.5 0.8 0.7
H -1.087 -3.325 -1.186 0.8 1.7 0.7
H 0.415 0.822 1.938 0.8 -1.3 -1.1
H -1.813 1.690 0.823 0.3 -1.8 -0.6
H -8.951 -1.851 -2.763 -0.1 0.1 0.3
H -8.260 -3.299 -2.114 -0.1 0.1 0.3
H 2.943 1.794 4.776 -0.8 -0.4 -0.4
H 6.625 2.381 -0.758 0.2 -0.1 0.2
H 3.155 -1.684 3.133 -1.1 0.3 0.2
H -11.444 -1.592 -2.038 0.1 -0.1 -0.1
H 2.698 -0.962 -0.818 -2.0 0.3 -0.7
H 5.692 0.928 -0.869 0.2 -0.1 0.2
H 3.207 -0.619 1.263 -1.5 0.9 1.0
H 0.326 -0.984 1.485 1.1 1.4 -0.1
H -3.608 1.721 -0.748 1.2 -1.3 -0.4
H -1.697 -0.226 0.711 0.3 1.6 -0.8
H -1.030 -2.255 0.306 0.6 0.2 -2.0
H -1.202 -1.505 -1.448 0.8 -1.0 1.0
H 7.076 3.023 1.726 -0.1 -0.1 -0.1
H 4.090 0.868 2.940 -2.1 0.6 0.0
H 10.044 -0.602 -1.564 -0.2 0.1 -0.1
H -0.651 0.761 -1.842 0.9 0.3 1.5
```
Positions in Å, forces in eV/Å.



DFT (wB97M-V/def2-TZVPD) results for a molecular structure, C22H27EuNO4PS2.

Summary:
Charge ... -1
Multiplicity ... 8
HOMO-LUMO gap (alpha / beta) ... 6.06 / 6.44 eV

Geometry as XYZ:
```
58
Properties=species:S:1:pos:R:3:forces:R:3
Eu 0.465 -2.524 0.194 0.6 1.5 -1.5
S 0.841 -3.115 3.109 -0.2 -0.3 -0.1
S -0.272 -4.385 1.956 -0.3 -2.1 1.2
P 0.300 0.451 0.121 0.4 0.6 -0.3
O 0.607 -4.752 0.780 -0.1 -0.5 0.6
O -0.751 -5.570 2.647 0.3 0.7 -0.1
O 3.072 -2.568 0.739 -0.2 -0.6 -0.5
O -1.373 -3.549 1.404 -0.4 0.0 0.2
N -1.419 -3.768 -1.496 0.1 0.0 0.2
C -0.549 3.158 0.761 -0.2 0.1 -0.3
C -1.973 -0.307 2.225 0.0 0.1 0.0
C -3.164 -0.373 -1.930 0.0 0.0 0.2
C -4.034 -0.788 -0.924 0.1 0.0 -0.1
C -0.534 4.256 1.621 0.1 -0.1 0.1
C 2.622 0.125 -3.217 -0.3 -0.2 0.4
C -1.372 3.265 -0.510 0.1 -0.1 0.0
C -1.891 0.043 -1.578 0.1 0.1 -0.3
C 0.942 2.037 2.277 0.1 0.0 0.2
C 1.179 0.894 -1.436 -0.1 -0.2 0.2
C -2.328 -0.325 0.759 -0.4 -0.2 0.3
C 0.201 2.015 1.096 0.0 0.2 0.0
C 0.990 -1.494 -2.186 0.3 0.2 -0.5
C 3.145 1.392 -3.353 0.0 0.2 0.0
C -1.452 0.071 -0.255 0.0 0.2 -0.2
C -3.611 -0.755 0.394 0.1 0.0 0.1
C 3.598 -1.448 1.408 0.0 0.4 0.3
C 0.959 3.139 3.130 -0.1 -0.1 -0.2
C 0.210 4.255 2.798 -0.1 0.0 -0.1
C 2.673 2.459 -2.573 -0.2 -0.4 0.1
C 1.582 -0.193 -2.283 0.2 0.8 -0.2
C 1.704 2.175 -1.619 0.1 0.3 0.0
H 3.925 1.572 -4.089 -0.1 0.0 0.1
H 3.543 -0.607 0.717 0.0 0.0 -0.1
H 3.064 3.464 -2.677 0.0 -0.1 0.0
H 1.510 1.154 2.552 0.0 0.0 -0.1
H 1.470 -2.191 -2.878 -0.1 -0.1 0.0
H 1.384 2.980 -0.962 0.1 -0.1 -0.1
H 3.010 -1.190 2.293 0.0 -0.1 0.1
H -2.000 -3.420 -2.247 0.0 0.0 0.0
H -1.579 4.315 -0.728 0.0 -0.1 0.0
H -1.110 5.138 1.356 0.0 -0.1 0.0
H 2.956 -3.329 1.333 0.0 0.4 0.3
H 4.640 -1.591 1.705 0.0 -0.1 0.0
H -0.082 -1.485 -2.377 -0.1 -0.1 0.2
H -2.327 2.738 -0.431 0.0 0.0 0.1
H -1.198 0.368 -2.347 -0.1 0.0 0.0
H -1.006 -4.653 -1.766 0.0 0.0 -0.1
H -1.159 -0.991 2.472 0.1 0.0 -0.1
H 0.203 5.127 3.444 0.0 -0.1 0.0
H 2.986 -0.684 -3.846 0.0 0.1 0.0
H -1.992 -3.947 -0.675 0.0 0.0 0.0
H -2.829 -0.630 2.818 0.0 0.0 0.0
H -0.866 2.833 -1.376 0.1 0.0 0.1
H -5.033 -1.138 -1.165 0.1 0.0 0.0
H 1.545 3.113 4.042 0.0 0.0 -0.1
H -4.275 -1.086 1.187 0.0 0.0 -0.1
H -3.464 -0.375 -2.972 0.0 0.0 0.1
H -1.680 0.694 2.558 0.0 -0.1 -0.1
```
Positions in Å, forces in eV/Å.



DFT (wB97M-V/def2-TZVPD) results for a single C22H27FN2O3S molecule.

Summary:
SMILES ... Cc1ccc(S(=O)(=O)N(CC(=O)NC2CCCCCC2)c2ccccc2F)cc1
Multiplicity ... 1
HOMO-LUMO gap ... 9.31 eV
Energy relative to the best compared isomer or geometry (same formula, charge and spin) ... 17.8 kcal per mole

Geometry as XYZ:
```
56
Properties=species:S:1:pos:R:3:forces:R:3
S -0.279 2.284 -0.310 0.5 0.1 -0.1
F 3.157 0.639 -2.324 -0.1 0.0 0.1
O -1.201 1.561 0.534 0.2 0.1 0.2
O -0.854 3.203 -1.242 0.1 0.2 -0.2
O -0.343 -1.355 -3.340 0.1 -0.2 -0.4
N -1.357 -0.654 -1.445 -0.2 0.0 0.2
N 0.678 1.240 -1.210 -0.4 1.0 0.3
C 1.902 3.640 2.806 0.0 0.1 -0.1
C 3.799 -0.606 -0.446 -0.1 0.0 -0.1
C 0.202 0.842 -2.520 -0.3 -0.1 -0.5
C -1.969 -3.916 0.400 -0.1 0.2 0.2
C 2.956 4.290 2.176 -0.1 -0.1 0.0
C 1.998 3.726 0.036 0.1 0.1 -0.1
C -1.548 -2.472 0.140 0.1 -0.3 -0.3
C 0.964 3.079 0.687 -0.4 -0.3 -0.2
C 2.992 4.328 0.783 -0.1 -0.1 0.0
C 2.851 0.153 -1.102 0.0 0.0 0.1
C -3.477 -4.162 0.364 0.2 -0.3 -0.2
C -2.084 -1.880 -1.168 0.0 0.1 0.1
C -3.583 -1.572 -1.088 -0.1 -0.2 -0.3
C 0.903 3.032 2.064 -0.2 -0.1 0.0
C 4.039 4.953 2.968 0.0 0.0 0.0
C -0.526 -0.510 -2.488 0.1 0.4 0.1
C 1.368 -0.032 0.753 0.1 -0.2 -0.1
C 2.319 -0.777 1.426 0.0 0.0 0.1
C 3.532 -1.074 0.829 -0.1 0.0 0.0
C -4.049 -4.115 -1.055 -0.2 0.1 0.1
C 1.610 0.447 -0.532 0.5 -0.4 0.4
C -4.489 -2.725 -1.525 0.1 0.0 0.1
H 0.076 2.525 2.536 -0.1 -0.1 0.1
H -3.794 -0.714 -1.730 0.0 0.0 0.1
H -0.487 1.625 -2.844 0.0 -0.1 -0.2
H -3.823 -1.272 -0.066 0.0 0.1 0.1
H -1.587 -4.206 1.382 0.1 -0.1 0.0
H -5.495 -2.520 -1.149 0.0 0.0 -0.1
H -1.871 -2.548 -2.008 0.0 0.0 0.1
H 4.017 6.030 2.803 0.0 0.1 0.0
H 2.103 -1.140 2.419 0.0 0.0 0.1
H -1.879 -1.836 0.966 0.0 0.1 0.1
H -3.299 -4.511 -1.742 0.0 -0.1 0.0
H 3.806 4.834 0.287 0.1 0.0 -0.1
H -4.916 -4.776 -1.117 0.1 0.0 -0.1
H -3.992 -3.443 1.002 -0.1 0.0 0.1
H 1.026 0.777 -3.234 -0.1 0.0 0.2
H -1.464 0.090 -0.766 0.0 -0.1 -0.1
H -1.493 -4.564 -0.339 0.0 -0.1 0.0
H -4.548 -2.741 -2.615 -0.1 0.1 0.0
H 4.269 -1.665 1.350 0.1 -0.1 0.0
H 1.861 3.608 3.885 0.0 0.0 0.1
H -3.661 -5.156 0.779 -0.1 0.1 0.1
H 0.416 0.176 1.212 -0.1 -0.1 0.1
H 2.009 3.749 -1.042 0.1 0.0 -0.2
H -0.455 -2.433 0.112 0.0 0.1 0.0
H 4.737 -0.809 -0.938 0.1 0.0 -0.1
H 3.920 4.764 4.031 0.0 0.0 0.1
H 5.016 4.591 2.653 0.1 0.0 0.0
```
Positions in Å, forces in eV/Å.



DFT (wB97M-V/def2-TZVPD) results for a single C22H27FN4OS molecule.

Summary:
SMILES ... CN(CCNC(=O)c1cc2c(-c3ccccc3F)nn(C)c2s1)C1CCCCC1
Multiplicity ... 1
HOMO-LUMO gap ... 8.58 eV
Energy relative to the best compared isomer or geometry (same formula, charge and spin) ... 1.9 kcal per mole

Geometry as XYZ:
```
56
Properties=species:S:1:pos:R:3:forces:R:3
S -2.998 0.690 0.536 0.2 0.0 0.0
F 2.063 2.423 4.000 0.1 0.0 -0.2
O -3.540 -0.465 -2.038 -0.2 -0.2 0.1
N -1.650 1.971 2.705 0.0 -0.3 -0.6
N -0.406 2.419 2.889 0.6 0.4 0.4
N -1.455 -0.423 -2.939 0.0 0.1 0.0
N 0.097 -2.727 -3.231 0.0 -0.1 0.0
C -2.640 2.091 3.733 -0.3 0.0 0.3
C -0.154 -2.790 -0.807 -0.2 -0.5 0.0
C 0.350 -3.551 -2.043 0.1 0.3 0.2
C 2.239 2.853 0.407 0.0 0.0 0.2
C 0.967 -2.955 -4.367 0.0 0.0 0.1
C 3.562 3.227 0.273 0.1 0.0 -0.1
C -0.538 1.561 0.820 -0.7 0.0 0.7
C 0.033 -3.607 0.467 0.1 0.2 0.1
C 4.372 3.338 1.391 -0.1 0.0 0.0
C 2.024 -4.700 -0.561 0.1 0.3 0.1
C 3.853 3.071 2.646 -0.1 0.0 0.1
C -1.765 -1.336 -4.014 -0.1 -0.3 0.0
C -1.302 -2.753 -3.644 -0.1 0.4 0.0
C -1.827 0.499 -0.763 0.0 0.2 0.5
C -1.776 1.445 1.474 0.4 0.0 -0.5
C 0.293 2.195 1.786 -0.7 -0.2 0.1
C 1.688 2.580 1.659 0.4 0.1 0.3
C 1.503 -3.955 0.662 -0.2 -0.3 0.0
C 1.830 -3.877 -1.833 -0.2 -0.3 -0.1
C -0.589 0.995 -0.474 -0.4 -0.2 -0.2
C -2.358 -0.181 -1.952 0.3 0.1 -0.4
C 2.527 2.699 2.768 0.1 0.0 -0.1
H 0.645 -2.305 -5.180 0.0 0.0 -0.1
H -1.265 -0.985 -4.920 -0.1 -0.1 0.0
H -1.464 -3.430 -4.496 0.0 0.0 0.1
H -3.453 2.744 3.408 0.0 0.0 0.0
H 4.460 3.145 3.534 0.0 0.0 0.1
H -0.554 -4.526 0.398 -0.1 -0.1 0.1
H -2.153 2.517 4.607 -0.1 0.0 -0.1
H -0.195 -4.510 -2.121 0.0 0.0 0.0
H 5.406 3.631 1.289 0.1 0.0 0.0
H -0.336 -3.038 1.322 -0.1 -0.1 0.0
H -3.052 1.110 3.978 0.0 0.0 0.0
H 1.490 -5.648 -0.661 0.0 -0.1 0.0
H 2.219 -4.447 -2.677 0.1 0.1 -0.1
H 1.991 -2.691 -4.115 0.1 0.0 -0.1
H 0.408 -1.857 -0.725 0.0 0.1 -0.1
H 2.078 -3.037 0.803 0.1 0.1 0.1
H 2.396 -2.946 -1.753 0.1 0.1 -0.1
H -1.924 -3.104 -2.819 0.0 0.0 0.0
H -0.474 -0.407 -2.703 -0.1 0.0 0.1
H 0.942 -3.994 -4.729 0.0 0.0 0.0
H -2.846 -1.321 -4.165 0.1 0.0 -0.1
H -1.208 -2.533 -0.919 0.0 0.1 0.0
H 0.244 0.960 -1.153 0.1 0.0 -0.2
H 3.085 -4.927 -0.437 0.0 -0.1 0.0
H 1.629 -4.570 1.556 0.1 0.1 0.0
H 1.606 2.791 -0.464 -0.1 0.0 -0.1
H 3.963 3.438 -0.707 0.0 0.0 -0.1
```
Positions in Å, forces in eV/Å.